This record from OMol25 describes C28H61FO19S6 as an isolated structure in a non-equilibrium geometry. The level of theory is the ωB97M-V functional and the def2-TZVPD basis.

Properties
Highest occupied orbital energy: -10.520 eV
Net charge: 0
E: -5021.8340 Eh

The geometry in XYZ format:
```
115
Properties=species:S:1:pos:R:3:forces:R:3:mulliken_charge:R:1
H -12.021914 -2.398798 -5.698077 0.02 -0.01 0.03 0.340
C -4.692734 -1.844036 3.898566 -0.26 0.07 -0.63 0.026
H -5.578435 -1.434348 4.326515 0.23 0.00 0.35 0.444
H -7.529343 -3.011530 -3.098009 0.02 -0.01 0.07 0.303
O 5.194288 0.087547 7.109790 -0.31 0.01 -0.11 -0.651
H 2.767709 -1.558293 0.993623 0.16 -0.15 0.06 0.203
C 0.689500 0.201204 3.561598 0.44 0.79 -0.34 -0.882
H -5.101056 -3.443016 -7.081219 0.24 -0.07 -0.20 0.254
O -5.139833 -1.543281 -10.448067 -0.26 0.08 -0.06 -0.641
H 7.284554 2.625137 6.623403 0.05 0.03 -0.05 0.328
H 7.553199 0.577923 -1.620735 0.04 0.05 -0.06 0.267
O -10.625641 -4.282564 -4.207711 0.24 -0.21 0.04 -0.673
O -9.960935 -1.927515 -3.952865 -0.17 -0.05 -0.20 -0.268
H -7.486401 -1.257704 -3.177675 0.01 0.05 0.11 0.255
S -5.165742 -2.971601 -10.530348 0.46 -0.41 0.31 1.204
H 3.236241 6.134576 4.752408 0.17 -0.01 -0.08 0.316
C -5.646443 -3.144075 -7.975012 -0.58 0.09 0.49 -0.406
H 0.115468 -0.639681 3.970322 0.06 0.16 -0.04 0.456
H 7.181341 -1.880346 7.480429 -0.02 0.03 -0.01 0.376
H -3.638240 -4.614965 -11.229143 -0.04 0.01 0.01 0.312
H -3.790583 -3.270088 -12.389578 -0.08 0.04 0.03 0.365
C -3.704544 -3.535557 -11.338040 0.10 -0.03 0.01 -0.930
H 0.578782 1.333740 1.705870 -0.22 0.08 0.04 0.479
F -4.051437 -3.647545 0.400768 0.23 -0.28 0.47 -0.344
H 8.101579 0.707479 0.042439 0.02 0.02 -0.01 0.280
H 4.058696 -2.262046 1.984647 -0.14 -0.02 -0.10 0.364
H -1.676481 -0.593614 2.500212 -0.20 0.44 -0.09 -0.033
H 5.659072 2.406433 5.995719 0.00 0.02 -0.03 0.269
C 2.712192 8.204493 4.385709 0.24 0.13 0.02 -1.024
S 5.580416 2.108648 0.954122 -0.58 0.07 -0.54 1.303
H 3.460770 1.916077 -0.039340 0.04 -0.02 0.01 0.350
H 2.536482 8.864388 3.535739 -0.07 -0.04 0.00 0.266
C 7.182458 1.315781 4.912005 -0.16 0.84 -0.28 -0.116
H -1.863918 -2.698135 2.560297 -0.07 0.06 -0.22 0.020
O 6.184705 3.038726 1.862781 0.26 -0.17 0.11 -0.609
S -4.141558 -1.625783 -1.178710 -0.70 3.12 -1.10 1.105
H 7.506475 3.092105 -1.774257 -0.30 0.05 0.03 0.330
C 7.428861 2.575907 -0.818725 0.72 -0.12 -0.16 -0.340
C 6.509453 -2.107838 6.656917 0.08 -0.07 -0.02 -1.067
O 7.222398 0.114715 5.712927 -0.01 -0.27 0.05 -0.327
H -0.435530 -1.720811 -1.224985 -0.17 -0.10 0.12 0.413
H 2.104236 6.384444 3.432883 0.18 -0.08 -0.22 0.266
S 5.547186 6.915071 3.424150 -0.15 -0.16 -0.60 1.112
H -10.617378 -1.643019 -6.516306 0.03 -0.02 0.02 0.323
O -8.666009 -3.384148 -5.457886 -0.24 -0.25 0.43 -0.663
H 7.401506 6.534048 2.063499 -0.02 0.03 0.11 0.405
H -0.674800 1.726826 2.915503 0.04 -0.02 -0.30 0.412
C -9.411008 -2.057116 -2.623186 0.50 -0.08 0.58 -0.519
H 2.423596 0.156150 2.188253 -0.18 -0.01 0.14 -0.438
O -3.947153 -1.453432 0.474634 0.19 -1.18 -0.69 -0.456
H 0.039059 -1.890319 1.403792 -0.12 0.02 -0.13 -0.100
H -2.843728 -3.043795 -10.893101 -0.03 0.00 0.02 0.313
C -1.141574 -1.445990 -0.431537 1.13 -0.37 0.99 -1.148
H 3.556507 8.609665 4.942267 -0.02 -0.02 0.01 0.308
H 3.381810 2.221823 1.716794 0.10 -0.02 0.03 0.313
H -1.641454 -3.632965 -0.173687 0.31 0.26 -0.41 0.560
H -9.748566 -1.180538 -2.072112 -0.19 0.06 -0.26 0.290
C 2.109639 -0.269505 3.148690 -0.28 -1.18 0.66 0.366
H -11.100563 -3.309565 -6.926770 0.05 -0.05 0.05 0.377
O -6.289313 -3.658909 -11.085632 -0.15 0.22 -0.13 -0.603
C 2.209609 -1.839977 3.066756 0.59 0.56 -0.31 -0.607
S -9.970208 -3.210816 -4.890353 -0.32 0.69 0.00 1.216
H 5.676798 -2.712896 7.009548 -0.05 0.07 -0.02 0.375
O 5.808579 8.304935 3.631498 0.09 0.00 0.27 -0.615
O 5.158004 -0.856197 4.804260 -0.32 0.12 0.01 -0.464
O 5.804696 5.954158 4.452234 0.01 0.15 0.24 -0.552
H -5.715722 -2.054814 -7.963531 0.10 -0.01 -0.18 0.329
O 4.038803 6.742508 2.927138 0.16 -0.11 -0.14 -0.247
H -1.654712 -0.550558 -0.790401 -0.30 -0.36 0.05 0.286
C 2.992930 6.790593 3.914306 -0.48 0.18 0.50 -0.318
H -3.060230 -3.998350 2.355913 0.32 0.06 -0.25 0.485
C -2.886734 -2.923841 2.251231 -0.51 0.80 0.73 -0.371
O -3.942803 -0.283996 -1.618248 1.27 0.04 -0.08 -0.642
H 3.766374 3.562908 0.600964 0.02 -0.01 -0.01 0.500
H -7.550783 -3.528583 -7.042954 0.36 -0.10 -0.35 0.187
C -0.350221 -1.041406 0.833049 -0.30 0.90 -0.32 0.114
H -9.833345 -2.933299 -2.127380 -0.09 -0.04 -0.19 0.336
H 0.528024 -0.484389 0.478542 -0.04 -0.29 0.01 0.402
O 5.712588 0.699719 1.144556 0.22 -0.01 0.29 -0.561
H -1.816235 0.561189 1.129379 -0.03 -0.23 0.09 0.503
H 1.837629 8.220441 5.036849 -0.03 -0.08 -0.05 0.387
C 6.703993 2.515735 5.706523 -0.17 -0.08 0.14 -0.940
C -2.080054 -2.635540 -0.261351 -0.42 0.33 -0.41 -0.198
H 2.762004 -2.227686 3.929990 -0.21 0.17 0.01 0.425
C 6.329168 6.403467 1.933548 -0.07 -0.09 -0.17 -0.667
H 2.834092 0.054167 3.902145 -0.03 0.09 -0.20 0.375
H 6.095651 5.356451 1.755912 0.03 -0.01 0.07 -0.012
H 6.564091 1.159654 4.026571 -0.01 -0.19 0.07 0.097
H 8.200791 1.494856 4.570949 0.07 -0.34 0.11 0.290
C -11.040543 -2.567989 -6.132662 -0.05 0.07 -0.04 -0.987
H -6.939986 -4.867090 -8.044657 0.03 0.01 0.07 0.256
H 0.800071 0.932892 4.371323 -0.06 -0.22 -0.03 0.384
H 1.202579 -2.268592 3.132926 0.17 -0.01 -0.25 0.299
H 6.796949 3.426045 5.113457 0.04 -0.04 -0.05 0.305
O -5.403637 -2.095783 -1.624252 0.83 -1.86 0.92 -0.593
H 7.034020 -2.617882 5.853344 0.00 0.03 -0.01 0.301
C -3.862090 -2.284505 3.155596 0.31 -0.14 0.06 -0.682
H -7.619176 -3.437842 -8.809167 0.04 0.01 0.00 0.344
H 5.974863 7.028432 1.117132 -0.01 0.05 0.06 0.378
C -1.124717 -0.032294 1.737671 1.02 -0.29 -0.17 -0.203
H 7.920743 3.201648 -0.071187 -0.17 -0.02 0.10 0.270
C -3.193393 -2.586659 0.795871 -0.43 -1.11 -0.41 0.989
C 2.981457 -2.272500 1.800167 -0.54 0.12 -0.11 -1.246
S 5.840757 -0.600547 6.036680 0.73 -0.15 0.11 1.221
O 6.020742 2.474852 -0.533081 -0.18 0.13 0.14 -0.347
H -7.519832 -2.076914 -1.608992 -0.19 0.05 0.09 0.397
O -2.890151 -2.597898 -1.501034 -1.26 0.41 0.93 -0.387
H 2.673941 -3.250732 1.410946 0.20 0.00 0.29 0.339
C 3.871083 2.496133 0.783755 -0.05 0.11 -0.05 -1.140
C -7.019726 -3.781786 -7.964935 -0.12 0.06 -0.20 -0.585
H 9.124449 1.322868 -1.257587 -0.03 0.08 -0.05 0.400
C -7.895356 -2.102253 -2.623008 -0.47 -0.15 -0.44 -0.781
C 8.092869 1.216360 -0.921015 -0.12 -0.16 0.21 -1.007
C -0.122055 0.910001 2.435678 -0.40 -0.62 0.82 -1.196
O -4.842505 -3.576831 -9.095172 0.21 0.04 -0.21 -0.275
```
Positions in Å, forces in eV/Å.



This record from OMol25 describes a 6-piece molecular cluster, C28H63BFO16 overall in a non-equilibrium geometry. The level of theory is the ωB97M-V functional and the def2-TZVPD basis.

Properties
Highest occupied orbital energy: -4.512 eV
Net charge: -1
E: -2432.8895 Eh

The geometry in XYZ format:
```
109
Properties=species:S:1:pos:R:3:forces:R:3:mulliken_charge:R:1
C 2.344276 5.394760 3.652344 -0.14 -0.49 0.10 -0.422
H 5.160062 -5.774320 -0.192980 -0.08 0.01 0.01 0.254
H 6.467259 0.374666 2.767806 0.00 0.02 0.03 0.391
H 0.926137 4.871790 5.198571 0.01 -0.03 -0.09 0.328
C -5.512106 -5.756767 1.674303 -0.06 -0.31 -0.30 -0.338
C -7.547698 -5.600036 2.865984 -0.09 -0.03 -0.11 -0.636
H 4.987615 -4.109613 -2.701071 -0.04 0.01 -0.02 0.336
C 4.397917 2.275069 1.429656 0.26 0.38 0.30 -0.019
H -6.193580 -8.069853 3.641651 0.02 -0.03 -0.03 0.318
C -1.009423 -0.717059 -1.023350 -1.06 -0.83 2.26 0.490
H 0.187165 3.749935 -6.138463 0.02 -0.08 0.04 0.366
H 3.111740 -2.600123 -2.340854 0.02 -0.08 0.04 0.388
H 4.095081 3.316167 1.581349 -0.08 -0.03 0.01 0.105
C 0.799066 4.153831 -5.326427 0.24 0.31 0.29 -0.736
H 3.552959 3.086582 -6.759156 -0.02 0.08 0.04 0.240
C -5.254998 -7.893547 4.173044 0.08 0.11 0.06 -0.722
C -3.137122 3.138720 -0.684651 0.09 -2.03 0.19 0.594
C 4.151109 1.506647 2.712447 -0.42 -0.23 -0.27 -0.498
C -4.487708 -6.689546 2.290358 0.13 0.42 0.18 -0.619
C 5.398170 -3.119201 -2.913067 0.10 0.12 0.04 -0.810
O 5.105096 -2.198018 -1.878450 -0.10 -0.24 -0.13 -0.321
C 1.979237 1.589861 -3.617953 -0.12 -0.08 0.01 -0.848
H 2.088120 3.545644 -7.650255 -0.03 -0.10 -0.04 0.337
C 1.426225 5.760971 4.802938 0.17 0.46 -0.02 -0.663
H -1.429135 1.888023 -0.790086 -0.40 0.04 -0.31 0.451
H 5.864219 -1.293366 2.760866 -0.08 0.01 0.00 0.212
H -3.934311 0.873252 -3.404946 0.51 -0.51 -0.22 0.327
C 4.961775 -4.755004 0.139883 -0.14 -0.07 -0.04 -0.725
H 5.668311 0.378481 0.264645 -0.02 0.00 -0.06 0.178
H 0.654239 5.028231 0.866393 0.04 -0.05 0.06 0.247
H 4.911678 -4.747517 1.234173 0.11 0.03 0.02 0.311
O 0.076255 -0.640067 -0.096120 -0.37 -1.56 -1.21 -0.345
H 2.042858 2.204222 -6.467370 -0.04 0.01 -0.02 0.271
H 3.111404 4.705541 4.021907 0.04 0.04 0.04 0.294
H 5.003827 -2.752824 -3.867219 -0.03 -0.11 -0.04 0.294
H -4.597784 -8.762744 4.059173 -0.08 -0.08 -0.02 0.320
H -7.811990 -4.584597 2.553541 0.03 0.05 0.12 0.249
H 3.798702 1.867445 0.610173 0.00 -0.07 0.06 0.151
O -6.835131 -6.260206 1.831911 0.04 0.08 0.26 -0.379
H -5.473947 -7.758500 5.232491 0.06 0.04 -0.02 0.242
C 2.469484 3.185609 -6.688456 0.08 0.09 0.04 -0.689
H -3.487202 -6.310093 2.062128 -0.01 -0.01 -0.05 0.368
O 1.637162 4.715214 2.624373 0.04 0.28 -0.04 -0.212
H -0.068244 -2.414168 -1.375769 0.97 -1.00 1.12 0.341
H -6.970552 -5.560869 3.793064 0.02 0.04 -0.02 0.300
H 4.747283 1.918865 3.532913 0.07 0.00 -0.06 0.398
O -6.994443 -2.513250 0.306299 -0.39 -0.37 2.24 -0.370
C -6.596130 -0.500062 -0.753763 -0.60 0.27 0.00 -0.367
B -5.417717 0.103971 -1.729386 -0.32 -0.59 -0.34 0.957
C 5.653706 -0.277293 3.096016 -0.12 -0.07 -0.05 -0.826
C 1.353645 5.554339 1.515589 -0.04 -0.16 -0.08 -0.849
H 2.158004 0.563099 -3.938111 -0.09 0.01 0.01 0.244
H -0.818751 -0.520986 -2.102280 0.21 0.03 0.92 0.274
O -4.516212 -0.861434 -2.421985 0.56 -0.02 -0.51 -0.796
H 5.780082 -4.112165 -0.195242 0.00 0.03 0.04 0.314
H -6.001061 0.624037 -2.672822 -0.11 0.90 -0.07 -0.364
H 5.596844 -0.274110 4.190093 0.10 0.02 0.02 0.293
H 1.137837 3.819799 -3.216730 0.05 0.01 -0.05 0.328
H 7.162997 1.285244 -0.030388 -0.02 0.08 0.05 0.281
H 0.527441 5.205594 -5.191333 -0.05 -0.02 0.00 0.377
O 0.748729 2.014928 -4.179860 0.28 0.12 0.03 -0.382
F -3.561025 3.011553 0.601356 0.70 -0.81 -0.15 -0.270
H -2.975099 -1.298663 -0.404364 -0.41 0.70 0.07 0.518
H 2.029119 6.194606 5.608214 0.03 -0.05 0.01 0.402
O 2.181473 4.124283 -5.667547 -0.08 -0.23 -0.12 -0.363
H 4.082571 -2.548414 0.576882 0.04 0.04 -0.07 0.121
C -3.120099 0.655822 -1.440175 -1.43 0.66 0.80 1.385
C -2.463319 -0.326283 -0.449359 2.35 -0.71 -1.61 -1.644
O 5.782086 2.288039 1.090386 -0.12 -0.24 -0.08 -0.442
O 0.479382 6.747666 4.417844 -0.08 -0.23 -0.06 -0.379
H 1.920699 1.610030 -2.524534 0.09 0.01 0.02 0.346
C 3.477154 -2.955072 -0.238806 -0.42 -0.19 -0.23 0.002
H 0.898874 6.496826 1.828819 0.03 0.01 0.01 0.360
C -0.809975 6.202738 4.176609 -0.02 0.11 0.00 -0.685
H 3.094680 1.602872 2.979863 0.01 0.06 -0.01 0.298
H -2.038486 2.388798 -2.368231 -0.47 0.01 0.41 -0.292
H -8.466446 -6.157599 3.050542 0.03 -0.02 -0.09 0.252
C -0.374181 -2.035061 -0.396137 -1.80 3.95 -2.13 -0.937
C -3.493199 0.017874 -2.838475 0.16 -0.17 1.48 -0.811
O -4.449015 0.962096 -0.990014 0.41 0.11 0.14 -0.697
O -3.349582 4.156232 -1.197617 -0.49 2.77 -1.35 -0.539
H -4.573386 -7.694802 1.866089 -0.07 0.01 0.01 0.339
H 5.682505 1.737945 -0.898105 -0.02 -0.12 -0.05 0.315
C 3.721582 -2.195833 -1.527178 0.26 0.36 0.34 -0.449
C 0.530483 3.413350 -4.031151 -0.38 -0.27 -0.24 -0.213
H -7.559058 -0.031407 -1.071152 0.37 -0.22 0.38 0.204
H -5.425290 -4.749891 2.092032 0.02 -0.03 0.03 0.350
H 6.482564 -3.201523 -2.994088 -0.02 0.07 0.03 0.246
H 2.849076 6.282709 3.259507 -0.07 0.04 0.03 0.393
H -6.463185 -0.240050 0.317948 0.18 -0.46 -0.49 0.192
C 6.079164 1.368680 0.053646 0.10 0.05 -0.02 -0.568
H -5.322789 -5.690710 0.598487 0.05 0.06 0.02 0.335
H -2.274663 0.093614 0.551824 -0.43 -0.03 -0.36 0.325
H -2.678616 -0.534217 -3.348875 -0.41 0.39 0.05 0.235
H 2.271162 5.756179 0.952198 -0.02 0.09 -0.02 0.334
O 3.720797 -4.350306 -0.407050 0.30 0.08 0.03 -0.409
H -0.766434 5.341604 3.506470 0.00 -0.02 0.04 0.297
O -4.602924 -6.725677 3.709623 -0.18 -0.23 -0.07 -0.367
O -6.762632 -1.920314 -0.942224 0.56 0.13 -1.27 -0.212
H -0.522629 3.544116 -3.765029 0.01 0.08 0.02 0.285
H -1.278133 5.911038 5.122409 -0.04 -0.08 -0.04 0.326
C -2.365368 2.020295 -1.380504 0.87 -0.60 0.67 -0.310
H 2.813131 2.211624 -3.954245 0.00 0.03 0.02 0.439
H -1.136379 -2.424259 0.277520 0.80 -0.42 -0.02 0.365
O 4.411531 0.116661 2.542555 0.28 0.10 0.08 -0.262
H -1.420273 6.975625 3.710484 0.07 0.03 0.04 0.237
H -7.261365 -3.430694 0.147845 0.08 0.32 -0.72 0.279
H 3.432470 -1.150946 -1.377684 -0.07 -0.03 0.02 0.277
H 2.424576 -2.844351 0.035852 0.02 0.07 0.01 0.161
```
Positions in Å, forces in eV/Å.